1.
Below is a molecular structure, C12H18F12Li2N3O8S4 in a non-equilibrium geometry, with properties calculated with ωB97M-V/def2-TZVPD.

Results
* Kohn-Sham gap (alpha / beta): 3.599 / 9.535 eV
* 2S+1: 2
* max |F|: 5.23 eV/A
* E_LUMO (alpha / beta): -0.09 / -0.16 eV
* <S²>: 0.756

```
59
C12H18F12Li2N3O8S4 (ωB97M-V/def2-TZVPD)
S -0.393 0.790 -2.198
S 0.332 -4.867 -1.646
S 1.995 1.178 -1.290
S 2.357 -3.660 -2.868
F 4.738 -3.208 -1.951
F -1.646 -3.849 -0.248
F 4.035 -5.329 -1.749
F -1.052 -5.715 0.553
F 0.171 -3.962 0.945
F -1.992 1.680 -4.169
F 0.150 1.583 -4.801
F -0.622 3.158 -3.478
F 4.594 1.746 -1.074
F 3.315 -3.796 -0.379
F 4.025 1.054 -3.034
F 4.218 -0.391 -1.408
O -0.580 -5.216 -2.766
O 1.777 0.650 0.035
O -0.704 1.669 -1.032
O 1.685 2.616 -1.498
O -1.197 -0.478 -2.168
O 1.245 -5.953 -1.359
O 2.260 -4.735 -3.817
O 2.723 -2.364 -3.411
N -1.025 2.138 2.448
N 0.954 -3.443 -1.785
N 1.260 0.257 -2.312
C -0.748 1.895 -3.797
C 3.740 -4.031 -1.622
C 0.348 2.686 2.776
C -2.223 3.871 3.568
C -1.778 2.937 1.331
C -2.025 -1.561 1.247
C -1.030 0.623 2.103
C -2.360 4.129 2.039
C -1.928 2.420 3.684
C -0.598 -4.590 0.039
C 3.837 0.846 -1.736
C -2.334 -0.098 1.678
Li 2.114 -0.487 -3.996
Li 0.827 -1.609 -1.541
H -0.972 3.302 0.695
H -0.289 0.546 1.307
H -3.040 -0.052 2.507
H 0.839 2.485 1.823
H -1.444 -2.202 1.911
H -2.984 -1.988 0.954
H -1.365 -1.424 0.390
H -2.892 1.913 3.734
H -0.651 0.248 3.053
H 0.253 3.758 2.951
H -3.135 4.198 4.068
H -1.490 4.505 4.067
H -1.447 2.205 4.638
H -2.553 2.339 0.851
H 0.775 2.059 3.558
H -1.850 4.962 1.555
H -3.427 4.237 1.843
H -2.790 0.325 0.783
```

Atomic partial charges in e from the Mulliken method, atoms 1 to 8: 0.750, 0.822, 1.081, 0.764, -0.199, -0.207, -0.192, -0.223

2.
Below is a molecular structure, C8H12N5O5SSrTe in a non-equilibrium geometry, with properties calculated with ωB97M-V/def2-TZVPD.

Results
* charge: -1
* Kohn-Sham gap (alpha / beta): 2.788 / 2.729 eV
* max |F|: 3.55 eV/A
* E_LUMO (alpha / beta): 1.16 / 1.16 eV
* relative energy (zero: lowest compared OMol25 entry of this formula, charge and spin): 65.7 kcal per mole

```
33
C8H12N5O5SSrTe (ωB97M-V/def2-TZVPD)
Te -4.821 -4.020 -2.174
Sr -1.633 -2.377 -0.069
S -0.413 0.546 -0.157
O -1.688 -3.977 3.988
O -2.575 -2.849 2.298
O 0.309 0.849 1.083
O 0.244 -0.537 -0.993
O -1.941 0.354 -0.119
N 0.682 -4.768 -0.004
N 1.639 -3.457 3.161
N 1.473 -4.394 1.146
N -0.532 -3.561 1.996
N -1.631 -3.396 2.899
C 0.222 4.407 -1.882
C 1.130 2.475 -0.826
C 0.806 -3.838 2.171
C -1.137 4.018 -1.802
C 1.361 3.740 -1.353
C -1.351 2.747 -1.289
C -0.211 2.012 -0.915
C 0.652 5.703 -2.383
H 0.616 6.503 -1.608
H -0.229 -4.996 0.418
H 2.354 4.214 -1.417
H 1.343 -2.887 3.952
H 2.562 -3.913 3.122
H 1.154 -5.455 -0.592
H -1.950 4.712 -2.102
H 0.046 6.050 -3.236
H 2.320 -3.921 0.852
H 1.671 5.627 -2.761
H -2.382 2.449 -1.097
H 1.908 1.942 -0.306
```

Atomic partial charges in e from the Mulliken method, atoms 1 to 8: -1.129, 1.197, 1.543, -0.575, -0.736, -0.694, -0.811, -0.761

- Which of these has the lowest max |F|?
  C8H12N5O5SSrTe